# 1
66
Properties=species:S:1:pos:R:3 method="wB97M-V/def2-TZVPD" multiplicity=1 total_charge=0 homo_lumo_gap_ev=4.913 lumo_ev=-0.5868 homo_energy_ev=-5.500
N 5.94 3.10 -4.06
C 4.48 3.56 -4.21
C 3.57 2.38 -3.52
P 1.68 2.54 -3.84
Br 2.09 1.90 -5.96
C -0.21 2.57 -3.98
C -1.18 2.27 -5.24
C -2.85 2.29 -5.18
C -3.65 2.67 -3.78
C -2.67 3.02 -2.48
C -1.03 2.97 -2.57
P 1.56 0.38 -3.31
N 0.39 0.11 -1.99
O 1.05 -0.43 -4.80
H 6.02 2.83 -3.04
H 5.94 2.17 -4.57
H 4.30 3.73 -5.35
H 4.41 4.60 -3.67
H 3.87 1.30 -3.85
H 3.76 2.46 -2.35
H 1.79 3.96 -4.21
H 1.57 2.92 -2.42
H -0.72 2.02 -6.27
H -3.48 2.05 -6.15
H -4.84 2.68 -3.69
H -3.22 3.30 -1.48
H -0.44 3.23 -1.57
H -0.47 -0.41 -2.31
H 0.85 -0.39 -1.17
H 1.77 -1.11 -5.05
C -0.20 -4.05 5.47
C -0.61 -2.60 5.71
C -1.86 -2.16 4.94
C -1.79 -2.17 3.41
N -0.80 -1.19 2.72
C -1.48 -0.55 1.49
C -2.35 0.55 2.06
C -1.56 1.10 3.23
C -0.48 0.08 3.55
C 0.51 -1.90 2.32
C 0.47 -2.74 1.03
C -0.34 -4.03 1.07
H 0.10 -4.21 4.44
H 0.64 -4.31 6.11
H -1.03 -4.73 5.70
H 0.24 -1.95 5.50
H -0.83 -2.49 6.78
H -2.18 -1.17 5.29
H -2.68 -2.84 5.23
H -2.79 -1.95 3.03
H -1.55 -3.18 3.08
H -0.69 -0.12 0.86
H -2.04 -1.31 0.93
H -3.31 0.15 2.42
H -2.58 1.32 1.32
H -2.21 1.28 4.09
H -1.10 2.06 2.97
H -0.39 -0.14 4.61
H 0.49 0.47 3.21
H 0.85 -2.48 3.18
H 1.25 -1.11 2.15
H 1.51 -3.03 0.82
H 0.15 -2.14 0.18
H -0.11 -4.63 1.95
H -0.12 -4.63 0.18
H -1.42 -3.82 1.04



# 2
12
Properties=species:S:1:pos:R:3 method="wB97M-V/def2-TZVPD" multiplicity=1 total_charge=0 homo_lumo_gap_ev=10.803 lumo_ev=0.7704 smiles=CO.CO homo_energy_ev=-10.033 e_above_lowest_kj_mol=128.9
C 2.63 0.18 -0.44
O 1.84 -0.13 0.67
H 3.52 0.73 0.01
H 2.88 -0.74 -0.86
H 2.14 0.91 -1.08
H 0.90 -0.26 0.32
C -2.63 0.50 0.05
O -1.72 -0.62 -0.21
H -2.18 1.46 -0.44
H -3.63 0.40 -0.30
H -2.48 0.87 1.16
H -2.13 -1.49 -0.14



# 3
61
Properties=species:S:1:pos:R:3 method="wB97M-V/def2-TZVPD" multiplicity=1 total_charge=0 homo_lumo_gap_ev=8.368 lumo_ev=0.6016 smiles="COc1ccc([C@H](O)[P@](=O)(OCCC(C)C)c2ccc(N(C)C)cc2)cc1OC" homo_energy_ev=-7.766 e_above_lowest_kj_mol=0.0
C -4.07 -2.02 2.51
O -3.80 -1.59 1.20
C -2.63 -2.01 0.62
C -1.67 -2.79 1.22
C -0.48 -3.09 0.56
C -0.27 -2.63 -0.72
C 1.06 -2.77 -1.41
O 1.83 -3.88 -1.06
P 2.06 -1.20 -1.06
O 3.08 -0.89 -2.07
O 2.69 -1.64 0.37
C 4.01 -1.24 0.71
C 4.02 0.04 1.53
C 3.78 1.29 0.68
C 5.07 1.74 -0.01
C 3.21 2.42 1.53
C 0.85 0.09 -0.70
C 0.18 0.13 0.52
C -0.90 0.97 0.69
C -1.36 1.80 -0.35
N -2.48 2.56 -0.17
C -3.46 2.16 0.81
C -2.89 3.50 -1.19
C -0.61 1.81 -1.54
C 0.46 0.96 -1.71
C -1.26 -1.90 -1.36
C -2.43 -1.57 -0.71
O -3.44 -0.81 -1.24
C -3.31 -0.37 -2.57
H -3.31 -1.66 3.22
H -5.03 -1.59 2.77
H -4.13 -3.11 2.58
H -1.81 -3.15 2.23
H 0.27 -3.68 1.07
H 0.94 -2.80 -2.49
H 2.18 -3.72 -0.17
H 4.44 -2.07 1.29
H 4.59 -1.11 -0.21
H 4.97 0.12 2.05
H 3.23 -0.04 2.28
H 3.04 1.05 -0.09
H 5.83 2.00 0.73
H 5.45 0.95 -0.65
H 4.88 2.61 -0.63
H 3.90 2.67 2.35
H 2.25 2.14 1.96
H 3.07 3.32 0.93
H 0.51 -0.51 1.32
H -1.41 0.97 1.65
H -3.17 2.48 1.81
H -4.41 2.63 0.57
H -3.60 1.08 0.80
H -3.34 3.00 -2.06
H -3.63 4.18 -0.76
H -2.04 4.09 -1.52
H -0.90 2.46 -2.35
H 1.00 0.94 -2.65
H -1.09 -1.56 -2.37
H -4.22 0.19 -2.77
H -3.24 -1.21 -3.26
H -2.44 0.28 -2.69



# 4
16
Properties=species:S:1:pos:R:3 method="wB97M-V/def2-TZVPD" multiplicity=1 total_charge=-1 homo_lumo_gap_ev=6.789 lumo_ev=2.8910 homo_energy_ev=-3.898
O -1.39 -2.76 2.65
P -1.89 -1.27 3.20
Al -1.20 0.23 1.43
I -4.35 -1.40 2.77
H -1.73 -2.94 1.76
H -1.97 1.63 1.70
H -1.52 -0.46 0.00
H 0.41 0.44 1.59
Cl -0.16 1.80 -1.94
C 1.54 1.46 -1.51
C 2.10 0.28 -2.26
Cl 1.36 -1.26 -1.79
H 1.57 1.31 -0.44
H 2.12 2.35 -1.78
H 3.17 0.20 -2.05
H 1.95 0.40 -3.33



# 5
39
Properties=species:S:1:pos:R:3 method="wB97M-V/def2-TZVPD" multiplicity=1 total_charge=0 homo_lumo_gap_ev=8.777 lumo_ev=0.3624 smiles="COc1ccccc1NC(=O)Nc1nc2ccc(S(N)(=O)=O)cc2s1" homo_energy_ev=-8.415 e_above_lowest_kj_mol=0.0
C -1.88 -0.73 -2.73
O -2.46 -0.52 -1.47
C -2.14 0.61 -0.78
C -1.26 1.58 -1.23
C -1.00 2.72 -0.48
C -1.64 2.90 0.73
C -2.51 1.94 1.20
C -2.75 0.78 0.48
N -3.65 -0.16 1.00
C -3.70 -1.51 0.95
O -4.71 -2.13 1.20
N -2.54 -2.22 0.62
C -1.25 -1.82 0.67
N -0.80 -0.78 1.27
C 0.54 -0.61 1.10
C 1.29 0.44 1.60
C 2.64 0.48 1.34
C 3.23 -0.53 0.59
S 4.97 -0.43 0.24
N 4.94 0.50 -1.18
O 5.47 -1.73 -0.10
O 5.63 0.34 1.25
C 2.52 -1.59 0.08
C 1.17 -1.63 0.33
S -0.02 -2.80 -0.18
H -2.29 -1.68 -3.08
H -0.79 -0.82 -2.66
H -2.14 0.06 -3.43
H -0.76 1.47 -2.18
H -0.31 3.46 -0.85
H -1.46 3.79 1.32
H -3.00 2.06 2.15
H -4.47 0.23 1.44
H -2.72 -3.18 0.36
H 0.79 1.21 2.18
H 3.27 1.27 1.72
H 5.40 1.38 -1.05
H 5.34 -0.01 -1.95
H 3.03 -2.35 -0.49



# 6
15
Properties=species:S:1:pos:R:3 method="wB97M-V/def2-TZVPD" multiplicity=1 total_charge=+1 homo_lumo_gap_ev=6.072 lumo_ev=-6.0542 homo_energy_ev=-12.126 e_above_lowest_kj_mol=236.9
C 4.28 0.73 0.31
N 3.02 0.84 0.46
H 4.85 1.63 0.11
H 4.69 -0.19 0.79
H 2.41 0.24 1.00
H 2.50 1.67 0.24
C -3.32 -0.43 -1.06
C -2.41 -0.67 0.06
S -0.50 -0.59 -0.30
H -3.10 -1.06 -1.86
H -3.07 0.63 -1.23
H -4.38 -0.62 -0.70
H -2.51 -0.08 0.90
H -2.38 -1.69 0.29
H -0.09 -0.43 0.98



# 7
104
Properties=species:S:1:pos:R:3 method="wB97M-V/def2-TZVPD" multiplicity=1 total_charge=+2 homo_lumo_gap_ev=5.635 lumo_ev=-6.7762 homo_energy_ev=-12.411 e_above_lowest_kj_mol=13.0
Ta 0.40 0.12 -0.51
C 2.09 5.98 1.28
C 2.93 5.18 0.27
C 2.12 4.12 -0.40
C 1.57 4.13 -1.65
C 1.71 5.18 -2.70
C 0.62 6.26 -2.61
C 0.82 2.91 -1.79
C 0.21 2.45 -2.94
C -0.65 1.37 -3.01
C -1.47 0.97 -4.12
C -1.25 1.42 -5.53
C -2.16 2.59 -5.94
C -2.45 0.15 -3.62
C -2.18 -0.03 -2.23
C -2.93 -0.70 -1.29
C -2.54 -0.96 0.01
N -1.25 -0.76 0.50
C -1.22 -1.42 1.73
C -0.07 -1.58 2.48
C 1.07 -0.82 2.33
N 1.15 0.19 1.39
C 2.18 1.02 1.80
C 2.38 2.29 1.29
C 1.74 2.86 0.21
N 0.86 2.20 -0.61
C 2.87 0.41 2.90
C 2.18 -0.74 3.22
C 2.48 -1.69 4.33
C 1.61 -1.46 5.58
C 4.08 0.97 3.57
C 3.72 1.79 4.82
C -2.52 -1.95 2.04
C -3.34 -1.64 0.99
C -4.80 -1.88 0.86
C -5.62 -0.62 1.19
C -2.90 -2.65 3.31
C -3.03 -4.17 3.14
N -1.03 0.65 -1.88
C -3.59 -0.48 -4.35
C -4.90 0.32 -4.21
H 2.71 6.76 1.73
H 1.72 5.33 2.08
H 1.24 6.45 0.80
H 3.79 4.75 0.78
H 3.31 5.87 -0.49
H 1.69 4.72 -3.69
H 2.69 5.65 -2.60
H -0.36 5.84 -2.81
H 0.82 7.04 -3.35
H 0.61 6.71 -1.62
H 0.35 3.02 -3.85
H -1.43 0.57 -6.20
H -0.20 1.71 -5.66
H -3.21 2.31 -5.88
H -1.93 2.89 -6.96
H -2.00 3.45 -5.29
H -3.91 -1.07 -1.59
H -0.11 -2.27 3.31
H 3.15 2.89 1.77
H 3.53 -1.58 4.61
H 2.35 -2.72 3.98
H 1.60 -0.40 5.85
H 2.01 -2.03 6.42
H 0.58 -1.77 5.42
H 4.63 1.60 2.87
H 4.74 0.15 3.86
H 3.00 2.57 4.59
H 4.62 2.25 5.24
H 3.30 1.15 5.60
H -5.10 -2.68 1.54
H -5.04 -2.22 -0.15
H -5.37 -0.25 2.18
H -6.68 -0.84 1.15
H -5.40 0.18 0.47
H -3.86 -2.24 3.64
H -2.17 -2.43 4.09
H -3.78 -4.42 2.40
H -3.32 -4.62 4.09
H -2.08 -4.61 2.83
H -3.75 -1.49 -3.96
H -3.34 -0.57 -5.41
H -5.18 0.44 -3.16
H -5.70 -0.20 -4.73
H -4.80 1.32 -4.65
C 5.50 -2.62 0.72
C 4.45 -2.67 -0.37
O 3.82 -1.36 -0.47
P 2.85 -1.04 -1.67
O 2.32 0.36 -1.39
Te 0.87 -2.38 -1.58
O 3.62 -1.15 -3.03
C 4.88 -0.44 -3.31
C 4.66 1.04 -3.56
H 5.91 -3.62 0.86
H 5.06 -2.29 1.66
H 6.31 -1.94 0.45
H 3.67 -3.40 -0.13
H 4.90 -2.93 -1.33
H 5.25 -0.94 -4.20
H 5.56 -0.61 -2.48
H 3.98 1.19 -4.39
H 5.62 1.49 -3.81
H 4.26 1.54 -2.67



# 8
88
Properties=species:S:1:pos:R:3 method="wB97M-V/def2-TZVPD" multiplicity=3 total_charge=0 homo_lumo_gap_ev="6.587 / 7.360" lumo_ev="-0.7283 / -0.7431" homo_energy_ev="-7.315 / -8.103" e_above_lowest_kj_mol=65.7
V -0.37 1.19 0.11
C 2.21 1.36 -3.55
C 1.36 0.92 -4.55
C 0.01 0.84 -4.28
C -0.48 1.19 -3.01
N 0.37 1.59 -2.03
C 1.67 1.66 -2.32
N -1.85 1.18 -2.88
C -2.43 1.63 -1.82
N -1.79 2.07 -0.70
C -2.67 2.76 0.10
N -2.30 3.55 1.05
C -0.97 3.74 1.31
C -0.64 4.85 2.11
C 0.67 5.20 2.30
C 1.67 4.45 1.68
C 1.29 3.35 0.95
N 0.02 2.96 0.78
C -4.02 2.59 -0.46
C -5.27 2.96 -0.01
C -6.37 2.58 -0.77
C -6.21 1.87 -1.96
C -4.95 1.51 -2.42
C -3.87 1.87 -1.66
H 3.27 1.46 -3.72
H 1.75 0.65 -5.52
H -0.71 0.53 -5.03
H 2.32 1.99 -1.51
H -1.46 5.42 2.53
H 0.94 6.06 2.91
H 2.71 4.70 1.78
H 2.04 2.73 0.47
H -5.38 3.50 0.92
H -7.36 2.84 -0.44
H -7.09 1.59 -2.53
H -4.82 0.95 -3.34
C 0.60 1.59 6.84
C 1.35 1.24 5.59
C 2.46 0.40 5.58
C 3.06 0.06 4.37
C 2.50 0.59 3.22
Br 3.23 0.15 1.52
N 1.49 1.41 3.20
C 0.92 1.73 4.36
H 1.02 1.08 7.71
H -0.44 1.29 6.73
H 0.62 2.66 7.01
H 2.86 0.02 6.50
H 3.91 -0.60 4.33
H 0.07 2.40 4.30
C -2.23 -2.13 -2.28
C -1.40 -2.75 -1.15
C -2.23 -2.66 0.14
C -1.17 -4.24 -1.46
Si 0.29 -1.89 -0.88
O 0.11 -0.37 -0.33
C 1.51 -1.89 -2.34
C 2.80 -1.44 -2.10
C 3.79 -1.52 -3.07
C 3.50 -2.07 -4.31
C 2.21 -2.53 -4.57
C 1.23 -2.43 -3.60
C 1.21 -2.86 0.45
C 1.05 -2.58 1.81
C 1.72 -3.32 2.78
C 2.56 -4.36 2.40
C 2.74 -4.64 1.06
C 2.08 -3.90 0.10
H -3.17 -2.68 -2.39
H -1.71 -2.16 -3.24
H -2.47 -1.09 -2.07
H -3.13 -3.27 0.05
H -2.54 -1.63 0.32
H -1.66 -3.01 1.00
H -2.12 -4.71 -1.73
H -0.77 -4.76 -0.59
H -0.48 -4.39 -2.29
H 3.05 -1.03 -1.13
H 4.79 -1.16 -2.86
H 4.27 -2.16 -5.07
H 1.99 -2.97 -5.53
H 0.24 -2.81 -3.82
H 0.38 -1.78 2.11
H 1.57 -3.09 3.83
H 3.07 -4.94 3.16
H 3.41 -5.44 0.76
H 2.23 -4.12 -0.95
Br -1.64 0.44 2.04